Entry from the Open Molecules 2025 dataset: a molecular structure, C20H33As2FN5O4Sn in a non-equilibrium geometry (the ωB97M-V functional and the def2-TZVPD basis).

XYZ file:
```
66
C20H33As2FN5O4Sn the ωB97M-V functional and the def2-TZVPD basis
Sn -0.36 1.02 -1.22
N -0.79 1.00 1.25
C -1.59 2.11 1.76
C -2.84 2.29 0.92
N -2.53 2.46 -0.50
C -2.42 3.84 -0.97
C -1.04 4.44 -0.70
N -0.01 3.54 -1.22
H 0.10 0.96 1.74
H -1.28 0.12 1.44
H -1.90 1.93 2.80
H -0.98 3.01 1.74
H -3.44 1.37 1.01
H -3.42 3.13 1.31
H -3.29 2.03 -1.02
H -2.57 3.82 -2.05
H -3.19 4.48 -0.52
H -1.00 5.42 -1.18
H -0.89 4.59 0.37
H 0.08 3.67 -2.23
H 0.90 3.78 -0.84
C -5.16 -1.10 -0.44
As -3.18 -1.15 -0.56
C -3.13 -2.59 -1.88
C -2.70 -2.25 1.00
C -3.65 -2.67 1.93
C -3.31 -3.52 2.97
C -2.01 -3.97 3.09
C -1.05 -3.53 2.19
C -1.38 -2.67 1.15
As 0.03 -2.02 -0.07
C 0.53 -3.74 -0.90
C 1.53 -1.93 1.20
H -5.53 -0.46 0.36
H -5.57 -2.10 -0.32
H -5.53 -0.70 -1.39
H -3.49 -3.53 -1.45
H -2.12 -2.74 -2.25
H -3.77 -2.33 -2.73
H -4.67 -2.32 1.85
H -4.06 -3.84 3.68
H -1.73 -4.66 3.88
H -0.03 -3.88 2.31
H 0.73 -4.48 -0.12
H 1.43 -3.60 -1.50
H -0.27 -4.10 -1.54
H 1.76 -2.90 1.64
H 1.33 -1.22 2.00
H 2.40 -1.59 0.65
F 5.56 1.44 2.16
C 5.76 1.30 0.84
C 4.74 0.92 0.05
N 4.88 0.80 -1.30
C 3.78 0.38 -2.14
C 2.39 0.90 -1.78
O 1.70 1.39 -2.68
O 1.93 0.73 -0.62
C 6.12 0.99 -1.91
O 6.28 0.86 -3.10
N 7.13 1.35 -1.06
C 7.11 1.52 0.33
O 8.10 1.81 0.95
H 3.76 0.72 0.45
H 3.70 -0.72 -2.13
H 4.02 0.69 -3.17
H 8.04 1.48 -1.49
```

Output
- Frontier orbital gap: 8.31 eV
- E_LUMO: -2.51 eV
- Net charge: +1
- HOMO level: -10.82 eV
- Relative energy (zero: lowest compared OMol25 entry of this formula, charge and spin): 102.4 kJ/mol

---

Entry from the Open Molecules 2025 dataset: a molecular structure, C20H33B4Ca2F22N6O6S2 in a non-equilibrium geometry (the ωB97M-V functional and the def2-TZVPD basis).

XYZ file:
```
95
C20H33B4Ca2F22N6O6S2 the ωB97M-V functional and the def2-TZVPD basis
Ca 6.19 0.65 2.95
Ca 6.28 5.76 3.49
C 3.51 3.88 -4.71
C 2.97 5.30 -4.40
N 3.71 5.88 -3.27
C 3.25 5.97 -2.00
C 4.28 6.50 -1.26
N 5.35 6.75 -2.11
C 4.97 6.33 -3.31
C 6.72 6.93 -1.68
H 3.62 3.25 -3.82
H 4.42 3.95 -5.30
H 2.75 3.29 -5.22
H 1.98 5.07 -4.02
H 3.03 5.89 -5.31
H 2.25 5.66 -1.79
H 4.45 6.63 -0.21
H 5.62 6.15 -4.16
H 6.87 7.86 -1.13
H 7.32 6.92 -2.59
H 6.87 6.12 -0.96
C 10.25 5.08 -1.38
C 10.22 3.58 -1.37
N 11.11 3.01 -0.37
C 11.00 3.09 1.00
C 11.92 2.25 1.53
N 12.69 1.76 0.50
C 12.10 2.16 -0.64
C 13.84 0.87 0.57
H 9.32 5.54 -1.70
H 10.94 5.48 -2.14
H 10.53 5.55 -0.44
H 10.57 3.18 -2.32
H 9.22 3.14 -1.34
H 10.12 3.46 1.50
H 12.06 2.00 2.57
H 12.44 1.93 -1.64
H 14.54 1.14 -0.22
H 13.48 -0.14 0.41
H 14.39 1.01 1.50
C 2.43 3.86 0.87
C 1.33 3.50 -0.08
N 0.87 2.12 0.08
C 1.52 0.96 -0.25
C 0.73 -0.04 0.16
N -0.45 0.44 0.63
C -0.33 1.80 0.57
C -1.56 -0.42 1.02
H 2.11 3.61 1.88
H 2.86 4.86 0.82
H 3.32 3.23 0.74
H 1.72 3.61 -1.10
H 0.45 4.13 0.05
H 2.51 0.88 -0.66
H 0.99 -1.08 0.03
H -1.18 2.42 0.80
H -1.40 -0.86 2.00
H -1.86 -1.19 0.32
H -2.42 0.25 1.14
B 4.89 7.97 2.69
F 4.25 9.02 2.02
F 4.01 7.02 3.18
F 5.66 7.36 1.72
F 5.85 8.33 3.69
B 6.52 3.87 1.32
F 6.38 2.48 1.58
F 6.51 4.16 -0.05
F 5.34 4.50 1.72
F 7.49 4.48 2.09
B 4.45 -0.53 1.21
F 3.77 -0.10 2.35
F 4.72 0.67 0.52
F 5.54 -1.32 1.67
F 3.65 -1.32 0.39
B 8.11 2.94 5.08
F 7.42 1.88 4.46
F 7.64 4.13 4.51
F 7.78 2.92 6.43
F 9.48 2.85 4.89
C 10.43 8.16 3.79
F 10.16 8.70 2.59
F 11.74 8.10 3.95
F 9.91 8.94 4.71
S 9.67 6.45 3.77
O 10.03 5.78 5.00
O 8.22 6.73 3.71
O 10.19 5.77 2.59
C 4.14 2.90 6.37
F 5.11 2.12 6.78
F 2.98 2.47 6.82
F 4.31 4.12 6.85
S 4.06 3.07 4.48
O 2.64 3.12 4.20
O 4.71 4.34 4.14
O 4.75 1.86 3.99
```

Output
- Frontier orbital gap: 7.74 eV
- E_LUMO: -2.60 eV
- Net charge: +1
- HOMO level: -10.34 eV
- Relative energy (zero: lowest compared OMol25 entry of this formula, charge and spin): 0.0 kJ/mol